Molecular formula: C45H120O15
Method: DFT, the ωB97M-V functional and the def2-TZVPD basis

E_HOMO	-9.5	eV
molecular weight	901.4	g/mol
ΔE to the lowest compared entry with this formula, charge and spin	203.91	kJ/mol
maximum force	0.038	hartree/bohr
lowest unoccupied orbital energy	0.371	eV
HOMO-LUMO gap	9.847	eV

Geometry as XYZ:
```
180
Properties=species:S:1:pos:R:3:forces:R:3:mulliken_charge:R:1
O -12.718 -16.732 -40.386 -0.2 -0.5 0.9 -0.508
O -6.927 -11.526 -34.064 0.0 -0.1 0.5 -0.601
O -18.133 -12.894 -42.978 -0.2 -0.1 0.0 -0.624
O -11.711 -17.806 -37.936 0.0 0.2 -0.3 -0.610
O -10.622 -11.590 -40.787 -0.6 0.6 -0.1 -0.323
O -11.805 -7.565 -38.189 0.6 0.6 0.2 -0.633
O -17.093 -13.496 -33.956 -0.2 -0.4 0.0 -0.478
O -12.166 -10.334 -38.762 -0.4 0.6 0.4 3.451
O -9.369 -10.282 -34.356 -0.1 0.1 -0.2 0.377
O -16.222 -11.138 -32.687 -0.1 -0.6 -0.4 -0.641
O -19.115 -13.327 -35.885 0.6 0.4 -0.3 -0.649
O -13.121 -6.039 -41.494 0.4 0.3 -0.3 -0.556
O -7.894 -12.314 -40.529 -0.1 -0.1 0.0 -0.521
O -17.071 -8.537 -41.694 -0.5 -0.3 -0.2 -0.679
O -11.217 -11.267 -32.395 -0.3 -0.1 -0.2 -0.399
C -15.912 -14.735 -32.299 -0.1 0.1 0.3 -1.454
C -12.426 -6.896 -42.428 -0.8 0.1 0.5 0.051
C -7.682 -13.259 -35.562 -0.8 0.5 -1.2 -0.588
C -14.874 -10.821 -33.028 0.0 1.6 0.2 1.369
C -17.076 -8.753 -39.285 0.3 0.6 0.1 -1.456
C -8.690 -8.413 -35.690 0.2 -0.5 -0.2 -1.255
C -6.015 -12.108 -39.025 0.5 0.0 0.1 -1.510
C -12.065 -16.851 -35.775 -0.3 0.1 -0.2 -0.939
C -18.427 -14.515 -41.257 -0.2 -0.1 1.5 -1.193
C -17.954 -13.126 -41.574 1.1 0.7 -0.6 0.398
C -14.528 -16.311 -41.848 -0.4 -0.6 0.0 -1.046
C -11.776 -8.028 -41.653 0.0 -0.5 -0.5 -0.046
C -18.777 -12.274 -36.802 0.2 -0.6 1.1 -0.183
C -17.574 -12.699 -37.617 0.2 0.2 -0.7 0.571
C -14.793 -15.988 -39.386 0.3 0.2 0.5 -0.445
C -13.872 -7.544 -37.004 0.0 0.6 -0.2 -1.093
C -15.062 -9.473 -40.757 -0.3 0.6 0.3 0.094
C -18.512 -10.977 -36.032 0.1 0.7 -0.7 -0.549
C -11.144 -16.888 -36.996 0.3 0.0 0.6 0.346
C -12.376 -11.140 -37.598 0.4 -1.1 -1.5 1.487
C -9.993 -13.054 -31.383 -0.5 -0.5 -0.3 -1.553
C -9.223 -8.863 -34.345 0.1 1.0 0.3 0.805
C -16.469 -12.941 -41.232 0.7 -0.2 0.0 -0.024
C -14.466 -9.626 -32.167 1.7 -0.1 0.9 -1.472
C -14.630 -10.477 -34.487 -0.5 0.1 -0.4 0.308
C -11.070 -11.858 -37.277 -0.4 -0.3 -0.1 -0.055
C -6.583 -12.258 -35.227 0.1 -0.6 0.8 1.060
C -7.479 -11.828 -39.242 -0.2 0.4 0.1 1.381
C -5.281 -12.989 -34.945 0.7 0.4 0.8 -1.728
C -13.481 -7.351 -43.432 0.6 0.3 -0.5 -1.310
C -10.545 -8.207 -33.956 -0.1 -0.5 -0.3 -1.316
C -13.055 -6.892 -38.124 -0.5 -0.8 -0.1 1.946
C -11.320 -13.844 -41.158 -0.6 -0.2 -0.4 -1.026
C -12.615 -11.911 -42.119 -0.3 -0.5 -0.6 -0.848
C -16.568 -9.305 -40.612 0.3 -0.3 0.4 1.343
C -12.838 -5.398 -37.913 0.6 -0.9 0.7 -1.884
C -7.867 -10.351 -39.073 -0.3 -0.9 0.3 -0.445
C -11.251 -12.436 -41.758 1.4 -0.9 0.6 0.314
C -16.253 -14.643 -33.776 0.6 1.1 -0.1 0.151
C -11.645 -13.442 -33.278 0.1 -0.1 -0.5 0.239
C -14.131 -16.832 -40.464 -0.3 0.7 -1.2 0.546
C -13.529 -12.117 -37.872 -0.5 0.5 1.8 -0.295
C -15.030 -14.470 -34.698 0.2 -1.0 -0.4 0.410
C -11.335 -12.659 -32.027 0.8 0.3 0.6 0.375
C -10.964 -15.543 -37.689 -0.9 0.2 -0.4 -0.331
H -12.121 -12.732 -31.263 -0.1 -0.2 -0.2 0.213
H -18.164 -8.829 -39.296 0.0 0.0 0.2 0.424
H -10.758 -15.691 -38.749 0.3 -0.1 0.1 0.174
H -12.181 -17.831 -35.309 0.3 -0.1 0.0 0.487
H -15.122 -11.169 -35.175 0.3 -0.3 0.1 -0.749
H -10.292 -11.117 -37.093 0.1 -0.2 0.3 -0.438
H -7.879 -14.021 -34.809 0.4 0.1 0.3 0.438
H -14.139 -16.900 -42.682 0.3 -0.1 0.3 0.445
H -11.237 -12.568 -36.462 0.3 0.3 0.3 -0.098
H -11.805 -10.871 -39.493 0.3 0.0 0.2 -1.517
H -10.214 -14.878 -37.265 0.2 -0.3 0.2 0.329
H -12.544 -13.109 -33.799 0.0 0.2 0.2 -0.431
H -19.471 -14.642 -41.533 0.1 -0.3 -0.2 0.388
H -16.841 -15.509 -34.080 0.1 0.0 0.0 0.402
H -13.053 -12.551 -42.892 0.1 -0.2 0.2 0.636
H -12.463 -5.390 -41.222 -0.2 0.0 0.3 0.339
H -5.409 -11.782 -39.876 -0.1 0.1 0.0 0.510
H -11.133 -7.711 -40.832 0.1 0.3 -0.2 0.276
H -16.664 -9.245 -38.402 -0.1 -0.3 -0.2 0.078
H -11.942 -8.525 -38.272 -0.1 0.1 -0.3 -0.255
H -10.029 -14.080 -31.009 0.0 0.0 0.0 0.416
H -4.534 -12.247 -34.640 0.1 0.0 -0.5 0.422
H -15.504 -13.808 -31.882 0.1 0.2 -0.4 0.248
H -11.770 -14.515 -33.120 0.0 0.1 0.4 0.559
H -16.828 -7.694 -39.141 0.1 0.0 -0.2 0.482
H -17.299 -11.904 -38.320 -0.1 -0.1 -0.1 -0.397
H -5.295 -13.633 -34.060 -0.7 -0.1 -0.1 0.400
H -11.604 -14.558 -41.937 -0.3 0.0 0.2 0.504
H -13.357 -7.395 -36.051 0.0 -0.1 0.0 0.217
H -4.920 -13.601 -35.770 0.0 0.2 -0.2 0.328
H -14.768 -13.432 -34.896 -0.1 0.1 0.4 -0.761
H -13.758 -4.821 -37.861 -0.1 -0.1 -0.3 0.360
H -17.004 -10.309 -40.620 -0.2 0.1 -0.8 -0.798
H -8.627 -12.726 -35.734 0.0 0.0 0.2 -0.257
H -9.359 -8.817 -36.454 0.1 0.3 -0.2 0.036
H -5.835 -13.173 -38.875 0.0 0.0 -0.1 0.359
H -14.469 -11.589 -37.669 -0.1 0.1 -0.6 0.062
H -17.828 -13.603 -38.172 0.1 0.1 -0.1 0.212
H -17.492 -10.907 -35.642 0.1 -0.4 0.0 -0.318
H -12.366 -5.325 -36.927 0.2 0.3 -0.1 0.404
H -16.242 -12.813 -40.169 -0.4 -0.1 0.1 -0.123
H -12.497 -17.077 -39.497 0.4 0.1 -0.5 0.199
H -12.643 -10.929 -42.589 0.3 0.3 0.5 0.329
H -8.497 -8.576 -33.572 0.1 -0.2 0.0 0.155
H -7.296 -11.947 -41.191 -0.1 0.0 0.0 0.318
H -10.397 -14.253 -40.745 0.3 0.5 -0.1 0.475
H -7.649 -10.050 -38.047 0.3 0.2 -0.1 -0.131
H -13.841 -6.506 -44.023 0.0 0.2 0.3 0.417
H -6.382 -11.501 -35.993 -0.3 -0.4 -0.5 -0.204
H -16.789 -7.622 -41.585 0.1 0.0 0.1 0.408
H -18.368 -14.641 -40.167 -0.3 0.2 0.0 0.224
H -14.509 -14.937 -39.499 0.0 0.0 -0.2 -0.314
H -7.500 -13.773 -36.513 0.3 -0.1 0.1 0.445
H -11.499 -18.710 -37.690 0.0 0.0 0.1 0.299
H -11.768 -16.132 -35.010 0.2 0.0 -0.1 -0.018
H -12.053 -13.847 -40.347 -0.1 -0.2 -0.1 -0.177
H -14.242 -11.680 -32.797 -0.3 -0.2 0.3 -0.500
H -16.784 -10.376 -32.871 0.1 0.0 0.0 0.359
H -13.553 -10.438 -34.657 0.0 -0.1 -0.1 -0.453
H -8.950 -10.258 -39.171 0.0 0.1 -0.2 -0.186
H -15.614 -16.408 -41.943 0.0 0.4 0.0 0.322
H -13.279 -11.991 -41.256 0.0 0.4 0.0 -0.372
H -14.859 -7.080 -36.934 -0.1 -0.2 0.0 0.631
H -15.883 -16.031 -39.381 0.0 -0.2 -0.1 0.453
H -10.571 -12.513 -42.616 -0.3 0.3 -0.2 0.444
H -14.728 -8.621 -32.503 -0.5 -0.2 -0.3 0.406
H -10.763 -12.489 -38.117 -0.1 0.2 -0.2 -0.315
H -13.960 -8.613 -37.205 -0.2 0.0 0.1 -0.058
H -18.294 -13.396 -35.360 -0.5 -0.3 0.4 0.431
H -11.907 -14.984 -37.674 0.0 0.0 0.1 -0.156
H -8.040 -12.424 -38.517 -0.2 0.1 -0.1 -0.605
H -15.993 -12.097 -41.739 -0.4 0.2 -0.1 0.170
H -5.648 -11.575 -38.147 0.0 0.0 0.0 0.280
H -10.558 -7.124 -34.063 0.3 0.0 0.1 0.515
H -14.149 -15.014 -34.343 0.0 0.2 0.3 0.408
H -12.527 -8.668 -41.189 -0.1 0.0 -0.1 -0.616
H -15.206 -14.924 -35.679 -0.3 0.2 0.0 0.039
H -15.173 -15.504 -32.065 -0.3 -0.2 -0.1 0.427
H -13.011 -8.002 -44.175 -0.2 -0.4 0.2 0.357
H -12.655 -10.491 -36.769 0.0 0.2 -0.1 -0.907
H -8.580 -7.335 -35.796 -0.3 0.1 0.1 0.511
H -10.684 -10.863 -31.704 0.0 0.2 0.0 0.214
H -19.180 -10.782 -35.195 -0.3 -0.3 -0.2 0.398
H -14.591 -8.496 -40.604 0.2 -0.1 0.4 -0.185
H -13.566 -12.601 -38.844 0.3 0.0 -0.1 -0.883
H -9.194 -12.990 -32.124 0.0 0.1 0.0 0.258
H -14.341 -7.809 -42.949 0.1 -0.2 0.0 0.116
H -7.371 -9.727 -39.815 0.1 0.1 0.1 0.450
H -18.130 -11.941 -43.117 0.1 -0.1 -0.1 0.334
H -17.769 -15.322 -41.580 -0.1 0.2 -0.8 0.200
H -13.556 -7.066 -39.082 -0.2 0.2 0.0 -0.663
H -10.750 -8.487 -32.922 -0.3 0.2 0.0 0.342
H -19.629 -12.200 -37.480 -0.1 0.3 0.1 0.468
H -12.148 -5.028 -38.668 -0.1 0.2 0.0 0.408
H -16.821 -12.817 -33.316 -0.1 0.2 -0.3 0.246
H -7.685 -8.815 -35.847 -0.1 -0.2 0.0 0.286
H -13.371 -9.592 -32.081 0.0 0.0 -0.4 0.133
H -16.659 -12.914 -37.058 -0.3 0.1 0.4 -0.221
H -14.708 -10.218 -40.045 0.3 0.2 0.0 -0.128
H -10.810 -13.330 -33.977 0.0 0.1 0.0 -0.438
H -15.881 -13.801 -41.558 -0.2 -0.1 -0.1 0.006
H -14.766 -9.735 -41.772 -0.3 -0.4 0.0 0.254
H -15.032 -9.495 -34.760 0.0 0.1 0.2 0.655
H -16.850 -14.879 -31.760 0.2 -0.4 0.1 0.385
H -7.823 -11.148 -34.160 0.2 -0.1 -0.1 0.276
H -14.744 -9.731 -31.116 -0.5 -0.2 -0.1 0.433
H -13.070 -16.590 -36.119 0.0 0.2 0.0 0.122
H -11.676 -6.301 -42.960 0.1 -0.1 0.0 0.483
H -9.690 -11.848 -40.697 0.0 -0.1 -0.1 0.087
H -18.606 -10.149 -36.745 0.0 0.1 0.2 0.291
H -9.750 -12.409 -30.536 -0.1 0.1 0.0 0.512
H -11.342 -8.583 -34.607 0.0 -0.1 0.1 0.011
H -14.201 -15.282 -41.997 -0.1 0.1 0.1 -0.092
H -14.422 -16.283 -38.399 -0.2 -0.1 0.0 0.170
H -10.154 -17.250 -36.702 0.0 -0.1 0.0 0.386
H -13.543 -12.849 -37.054 0.2 -0.4 -0.3 0.137
H -14.478 -17.872 -40.396 0.2 0.0 0.2 0.309
H -10.214 -10.520 -33.946 0.1 -0.2 0.2 -0.311
H -18.518 -12.345 -41.050 -0.2 -0.4 0.3 0.270
H -11.222 -8.642 -42.370 0.2 -0.1 0.2 0.502
```
Forces are in eV/Å.

***

Molecular formula: C45H30Cl2CoN4
Method: DFT, the ωB97M-V functional and the def2-TZVPD basis

E_HOMO (alpha / beta)	-9.9 / -10.1	eV
molecular weight	756.6	g/mol
2S+1	5
maximum force	0.123	hartree/bohr
lowest unoccupied orbital energy (alpha / beta)	-4.184 / -6.014	eV
net charge	+1
HOMO-LUMO gap (alpha / beta)	5.755 / 4.064	eV

Geometry as XYZ:
```
82
Properties=species:S:1:pos:R:3:forces:R:3:lowdin_spin:R:1
Co -0.007 0.088 -0.394 -0.4 -1.1 0.4 2.727
Cl -0.263 -0.526 3.581 -0.4 -0.3 -0.2 -0.001
Cl 2.583 0.022 4.169 -1.7 0.9 0.1 0.000
N 0.104 -1.864 0.040 3.3 -0.1 -2.2 0.090
N 1.957 0.120 -0.657 2.6 -0.3 -0.4 0.073
N -2.020 -0.020 -0.241 -1.7 -0.8 0.0 0.128
N -0.220 1.995 -0.600 -3.4 0.9 1.3 0.038
C 4.724 -4.536 -2.779 -0.1 -0.9 0.3 0.000
C 3.622 -3.278 -1.041 -1.9 -0.7 -0.3 0.004
C 4.067 0.999 -0.983 1.3 -0.3 -1.0 -0.015
C 2.675 1.277 -0.779 0.4 -2.7 0.0 0.082
C 5.095 -5.109 -0.539 -0.5 -0.3 2.2 0.001
C 4.467 4.852 1.106 2.6 0.7 -0.4 0.001
C -3.252 -3.583 0.162 0.0 0.3 1.1 0.017
C 4.212 -4.097 -0.095 0.1 0.1 0.7 0.002
C -0.366 -4.053 0.366 0.4 -1.9 -1.4 0.048
C -0.894 -2.738 0.175 -1.2 -0.4 0.2 -0.016
C 2.513 -2.273 -0.634 5.4 2.6 -2.1 0.070
C -1.364 2.786 -0.377 1.5 -0.5 -1.5 0.118
C -4.126 -0.963 -0.659 0.2 3.1 0.9 0.002
C 2.925 -0.912 -0.796 -2.2 0.0 0.8 -0.008
C -5.298 -5.445 0.809 1.3 0.8 -0.5 0.001
C 3.188 3.642 -0.464 -1.9 -2.1 -2.7 0.002
C -3.761 -4.406 -0.821 0.6 0.1 -2.5 0.005
C 5.321 -5.359 -1.846 1.6 -0.5 -0.9 0.001
C -5.200 3.932 1.980 1.3 0.2 -2.1 0.001
C 4.245 -0.349 -1.013 -1.9 -0.6 0.2 0.048
C 0.963 -4.031 -0.012 -1.3 -0.1 0.8 -0.029
C -4.308 0.406 -0.585 2.0 -1.4 0.3 0.027
C -5.462 4.991 -0.192 1.3 -0.1 -0.7 0.001
C -1.023 4.160 -0.528 -1.3 1.0 -0.5 0.015
C 0.813 0.710 4.166 1.5 -0.3 -0.1 0.000
C 0.780 2.854 -0.637 2.9 2.1 -0.3 0.031
C 2.136 2.523 -0.677 -0.3 3.6 0.1 0.027
C -3.760 3.314 0.077 -0.3 -0.4 1.8 0.009
C 3.808 -3.600 -2.416 -0.4 2.2 0.5 0.003
C -2.701 2.334 -0.259 0.4 0.1 -0.4 0.083
C -4.359 4.256 -0.723 -0.6 -0.2 0.4 0.003
C -3.725 -3.775 1.486 0.0 1.2 0.6 0.008
C -4.810 -5.268 -0.508 0.2 -1.7 -0.4 0.001
C -2.737 -1.185 -0.291 -0.5 1.8 -1.4 0.068
C 3.471 3.978 0.774 0.0 1.0 3.8 0.002
C 5.041 5.013 -1.210 0.1 -0.5 1.6 0.002
C 0.293 4.234 -0.654 2.4 -0.9 0.2 0.068
C -4.151 3.207 1.445 -0.5 0.5 -1.6 0.006
C 3.984 4.143 -1.453 0.7 0.1 -1.6 0.001
C -2.256 -2.465 -0.068 1.5 -2.0 1.5 0.167
C 1.286 -2.654 -0.292 -4.9 -0.9 2.8 0.051
C -5.854 4.863 1.140 1.1 -1.4 -0.2 0.002
C -4.710 -4.691 1.848 -0.9 -0.4 0.7 0.001
C 5.377 5.341 0.123 -1.8 0.1 0.0 0.001
C -2.972 1.014 -0.341 -1.2 -2.0 -0.2 0.027
H 6.197 6.035 0.364 -0.5 -0.6 -0.1 0.000
H -3.419 -3.071 2.290 0.2 -0.6 -0.7 0.000
H 5.651 5.315 -2.025 0.4 0.3 -0.5 0.000
H 3.315 -2.988 -3.191 0.2 -0.4 0.5 0.000
H -5.325 3.701 2.996 -1.0 0.5 1.3 0.000
H 4.848 1.673 -1.341 -0.4 0.1 0.7 -0.001
H 0.789 1.547 3.449 0.2 -0.4 0.7 0.000
H -6.042 -6.189 0.990 -0.4 -0.3 0.2 0.000
H -1.636 5.032 -0.772 -0.3 -0.6 0.8 0.000
H -5.893 5.683 -0.913 -0.3 0.0 0.6 0.000
H -5.070 -5.989 -1.340 -0.3 1.0 1.2 0.000
H -1.004 -4.950 0.451 0.6 0.7 0.3 0.002
H 6.081 -6.140 -2.155 -1.2 1.0 0.4 0.000
H 2.947 3.577 1.615 -0.6 -0.4 0.3 0.000
H -3.608 2.521 2.043 0.3 -0.6 0.6 0.000
H -4.911 -1.651 -0.844 -0.2 -0.8 0.0 0.000
H 4.954 -4.749 -3.772 0.0 0.0 -1.7 0.000
H 5.086 -0.993 -1.185 0.4 0.3 -0.1 0.003
H 0.536 0.957 5.200 0.4 0.0 -0.5 0.000
H 4.661 5.005 2.162 0.0 0.3 -0.1 0.000
H 0.932 5.098 -0.736 -0.1 0.0 -0.2 0.003
H -6.640 5.422 1.542 -1.1 0.9 0.3 0.000
H -3.329 -4.382 -1.939 -1.1 0.0 2.7 0.000
H 3.880 3.735 -2.451 -0.2 0.3 -0.2 0.000
H 3.925 -3.935 0.985 0.7 -0.4 -1.3 0.000
H 1.667 -4.865 -0.001 -0.4 0.4 -0.3 -0.002
H -5.203 0.956 -0.700 -0.7 0.4 -0.2 0.001
H -3.962 4.341 -1.736 -0.6 0.3 0.1 0.000
H 5.571 -5.793 0.156 -0.1 0.3 0.3 0.000
H -5.047 -4.776 2.975 0.7 0.1 -2.6 0.000
```
Forces are in eV/Å.

***

Number 2 is which compound? C45H30Cl2CoN4